ORCA calculation (wB97M-V/def2-TZVPD) on a 2-piece molecular cluster, C5H6Cl2OS overall at a distorted geometry.

Values from the calculation:
Net charge ... 0
HOMO-LUMO gap ... 7.56 eV
E_tot ... -1587.84335 hartree
2S+1 ... 1
SMILES string ... CC(C)=C=O.S=C(Cl)Cl

Cartesian coordinates (Å):
1 C -1.28319 0.29321 -0.44516
2 C -0.55038 0.11071 0.85181
3 C -0.97788 -0.92676 1.78194
4 C 0.50096 0.81310 1.09784
5 O 1.44143 1.50001 1.20401
6 H -2.45070 0.41625 -0.46271
7 H -0.85112 1.23661 -0.90822
8 H -1.05510 -0.58678 -1.21639
9 H -0.16155 -1.18286 2.53781
10 H -1.78397 -0.54025 2.53592
11 H -1.48941 -1.86570 1.30241
12 S 0.99387 -0.11476 -3.26734
13 C 2.09107 0.17728 -2.08353
14 Cl 2.77906 -1.01513 -1.05384
15 Cl 2.79690 1.68506 -1.87455

Atomic partial charges in e from the Löwdin method, atoms 1 to 2: -0.10 -0.41